# 1
{"formula": "C16H36ClO8PdSSi", "method": "wB97M-V/def2-TZVPD", "symbols": ["Pd", "C", "C", "C", "C", "O", "Si", "S", "O", "C", "C", "C", "C", "O", "C", "C", "C", "C", "H", "H", "H", "H", "H", "H", "H", "H", "H", "H", "H", "H", "H", "H", "H", "H", "H", "H", "H", "H", "H", "H", "H", "H", "H", "H", "H", "O", "Cl", "O", "O", "O", "C", "C", "C", "C", "O", "H", "H", "H", "H", "H", "H", "H", "H", "H"], "coordinates": [[-1.534, -1.855, 0.204], [-2.177, 1.294, 1.745], [-0.648, 1.280, 1.774], [-0.143, 0.973, 3.183], [-0.096, 2.608, 1.254], [-0.244, 0.226, 0.920], [1.183, -0.223, 0.276], [0.748, -2.082, -0.631], [2.232, -0.194, 1.523], [3.634, -0.115, 1.622], [4.048, 1.348, 1.429], [4.310, -1.005, 0.581], [4.000, -0.600, 3.030], [1.816, 0.835, -0.816], [1.589, 1.034, -2.205], [0.102, 0.968, -2.551], [2.153, 2.428, -2.518], [2.328, -0.042, -3.007], [-2.564, 2.127, 2.327], [-2.554, 0.354, 2.149], [-2.515, 1.372, 0.714], [-0.471, 1.736, 3.884], [0.941, 0.921, 3.172], [-0.539, 0.005, 3.488], [-0.415, 3.429, 1.893], [-0.467, 2.777, 0.245], [0.991, 2.568, 1.227], [3.669, 1.686, 0.469], [5.130, 1.457, 1.457], [3.603, 1.961, 2.209], [4.098, -0.626, -0.413], [3.901, -2.009, 0.652], [5.386, -1.032, 0.745], [3.515, 0.021, 3.779], [5.078, -0.565, 3.178], [3.649, -1.619, 3.161], [-0.447, 1.755, -2.043], [-0.312, 0.015, -2.224], [-0.037, 1.067, -3.626], [1.647, 3.172, -1.908], [2.014, 2.675, -3.568], [3.215, 2.461, -2.286], [1.970, -1.017, -2.686], [3.399, 0.018, -2.832], [2.137, 0.081, -4.070], [-2.576, -4.201, 3.211], [-2.222, -3.330, 2.144], [-3.003, -3.671, 0.993], [-0.836, -3.481, 1.853], [-2.499, -1.986, 2.541], [-4.255, 0.222, -2.474], [-3.703, -0.921, -1.587], [-4.849, -1.485, -0.715], [-3.155, -2.058, -2.485], [-2.706, -0.413, -0.796], [-5.026, -0.150, -3.143], [-3.443, 0.649, -3.054], [-4.671, 1.003, -1.843], [-5.659, -1.862, -1.336], [-5.231, -0.705, -0.058], [-4.458, -2.295, -0.101], [-3.947, -2.557, -3.038], [-2.646, -2.790, -1.836], [-2.433, -1.638, -3.185]], "forces_ev_per_a": [[0.387, 1.054, -1.467], [0.300, -0.129, -0.089], [-0.311, 0.509, 0.493], [-0.077, -0.017, -0.304], [-0.047, -0.351, 0.068], [0.006, 0.151, -0.195], [-0.209, -0.539, -0.624], [-0.588, 0.520, 0.140], [-0.126, -0.129, 0.195], [0.636, 0.148, 0.187], [-0.128, -0.301, -0.015], [-0.263, 0.100, 0.177], [-0.151, 0.084, -0.337], [0.074, 0.122, 0.262], [-0.001, 0.176, -0.593], [0.186, -0.044, 0.296], [-0.126, -0.383, 0.138], [-0.069, 0.168, 0.271], [-0.025, 0.109, 0.137], [-0.058, 0.095, -0.002], [-0.065, 0.014, -0.030], [-0.076, 0.129, 0.134], [0.116, 0.011, 0.130], [0.004, -0.036, 0.085], [-0.011, 0.089, 0.075], [0.003, 0.075, -0.117], [0.149, 0.114, -0.017], [0.052, 0.103, -0.113], [0.130, 0.021, 0.028], [-0.026, 0.098, 0.125], [0.050, 0.057, -0.244], [0.028, -0.192, 0.013], [0.066, -0.010, -0.050], [-0.053, 0.114, 0.092], [0.096, 0.009, 0.033], [-0.003, -0.160, 0.028], [-0.121, 0.151, 0.068], [-0.105, -0.045, -0.061], [-0.030, 0.043, -0.088], [-0.086, 0.097, 0.054], [-0.026, 0.018, -0.135], [0.119, -0.012, 0.016], [0.024, -0.084, -0.108], [0.181, 0.024, 0.034], [0.000, 0.030, -0.133], [0.054, -0.447, 0.386], [-2.129, -1.986, 2.997], [-0.538, -0.143, -1.076], [1.688, 0.584, -1.234], [-0.187, 1.306, 0.036], [0.401, -0.330, 0.426], [-0.958, -0.784, -0.636], [0.421, 0.110, -0.220], [0.060, 0.296, 0.441], [1.990, -0.672, 0.943], [-0.140, -0.047, -0.108], [0.126, 0.068, -0.147], [-0.086, 0.101, 0.081], [-0.180, -0.089, -0.045], [-0.033, 0.091, 0.052], [-0.140, -0.021, 0.016], [-0.125, -0.074, -0.084], [-0.180, 0.108, -0.350], [0.131, -0.071, -0.034]], "charge": -1, "total_energy_ha": -2508.88465, "homo_lumo_gap_ha": [0.2465, 0.2542], "multiplicity": 1, "homo_energy_ev": [-5.29, -5.25]}

***

# 2
{"formula": "C8H12FNO2", "method": "wB97M-V/def2-TZVPD", "symbols": ["C", "C", "C", "C", "C", "C", "C", "C", "N", "O", "O", "F", "H", "H", "H", "H", "H", "H", "H", "H", "H", "H", "H", "H"], "coordinates": [[-1.609, 1.300, -1.102], [0.952, -0.136, -0.326], [2.432, -1.870, -2.774], [-1.243, 2.471, 1.429], [-1.069, 0.131, 2.497], [1.954, -2.069, -1.351], [-1.781, 1.031, 1.411], [-1.641, 0.539, 0.001], [-1.578, 1.753, -2.151], [1.680, 0.379, 0.433], [0.822, -1.137, -1.036], [-1.861, -0.858, -0.088], [3.341, -2.400, -3.190], [1.523, -2.033, -3.381], [2.661, -0.745, -2.809], [-1.582, 3.111, 2.311], [-0.120, 2.258, 1.369], [-1.696, 3.084, 0.615], [-1.178, 0.482, 3.409], [-1.465, -0.901, 2.432], [0.057, -0.025, 2.332], [2.668, -2.138, -0.473], [1.498, -3.140, -1.286], [-2.766, 0.912, 1.727]], "forces_ev_per_a": [[-0.278, -0.645, -0.881], [-2.027, 2.533, 1.590], [0.158, 2.580, -0.107], [-0.086, 0.473, 0.649], [2.102, -2.609, -5.597], [0.131, -3.778, 1.600], [2.306, -0.171, 0.426], [0.692, -3.475, 3.565], [0.028, 1.312, -1.896], [1.552, 0.088, 0.400], [0.664, -2.859, -2.315], [-0.115, 2.039, -0.555], [-1.234, 0.225, 1.008], [0.737, 0.020, -0.149], [-0.135, -1.480, -0.470], [0.905, -1.343, -0.581], [-1.408, 1.366, -0.024], [0.911, -0.634, 0.059], [-0.831, 1.885, 4.363], [-0.065, 0.571, 0.161], [-1.513, 0.611, -0.011], [-0.474, 0.994, -1.250], [0.230, 1.981, -0.089], [-2.249, 0.316, 0.106]], "charge": 0, "total_energy_ha": -616.94443, "homo_lumo_gap_ha": [0.2691, 0.3146], "multiplicity": 1, "homo_energy_ev": [-7.93, -8.42]}

***

# 3
{"formula": "H18NO7", "method": "wB97M-V/def2-TZVPD", "symbols": ["N", "H", "H", "H", "H", "O", "H", "H", "O", "H", "H", "O", "H", "H", "O", "H", "H", "O", "H", "H", "O", "H", "H", "O", "H", "H"], "coordinates": [[-11.498, -19.264, 7.134], [-11.218, -19.621, 8.036], [-12.308, -18.661, 7.136], [-11.747, -20.031, 6.525], [-10.653, -18.904, 6.713], [-11.053, -23.285, 6.056], [-11.897, -22.858, 5.912], [-11.245, -24.221, 6.009], [-10.898, -20.938, 10.217], [-10.585, -21.255, 11.065], [-11.550, -21.584, 9.946], [-8.447, -18.609, 5.109], [-8.341, -17.721, 4.768], [-7.596, -18.822, 5.492], [-14.539, -21.799, 5.838], [-14.639, -22.069, 4.925], [-15.419, -21.539, 6.109], [-13.435, -13.846, 5.712], [-13.157, -13.183, 6.345], [-13.366, -14.674, 6.186], [-14.581, -17.597, 7.619], [-15.308, -17.238, 7.110], [-14.846, -17.480, 8.531], [-12.683, -19.430, 3.359], [-12.121, -18.658, 3.296], [-13.468, -19.197, 2.864]], "forces_ev_per_a": [[0.390, -0.842, -0.621], [-0.271, -0.220, 0.847], [-0.271, 0.812, 0.332], [-0.267, -0.788, -0.206], [0.393, 0.930, -0.401], [0.206, 0.378, 0.149], [-0.364, -0.023, -0.114], [0.013, -0.286, -0.007], [-0.127, 0.375, -0.529], [0.190, 0.006, 0.254], [-0.159, -0.319, 0.023], [-0.571, -0.101, 0.269], [0.061, 0.261, -0.181], [0.287, -0.156, 0.079], [0.417, 0.088, 0.179], [-0.001, -0.082, -0.300], [-0.240, 0.034, 0.144], [-0.043, -0.108, -0.227], [0.055, 0.270, 0.128], [-0.017, -0.185, 0.130], [0.536, -0.205, -0.097], [-0.199, 0.085, -0.249], [-0.072, 0.038, 0.309], [0.099, -0.172, 0.452], [0.198, 0.185, -0.195], [-0.241, 0.025, -0.170]], "charge": 1, "total_energy_ha": -591.98431, "homo_lumo_gap_ha": 0.3945, "multiplicity": 1, "homo_energy_ev": -13.93}